# 1
Formula: C24H54N18O24
Source: the Open Molecules 2025 dataset
Level of theory: the ωB97M-V functional and the def2-TZVPD basis

Results
Largest force on an atom in eV Å⁻¹: 3.34
Energy above the lowest of the compared OMol25 structures with the same formula, charge and spin in eV: 0.000
E_HOMO in eV: -10.983
Spin multiplicity: 1
Frontier orbital gap in eV: 10.837

CARTESIAN COORDINATES (ANGSTROEM)
O1 -6.890258 -20.232664 -10.882133
O2 -4.071266 -14.988814 -17.934141
O3 -3.823988 -15.167544 -11.573958
O4 -6.108182 -18.292501 -14.337707
O5 -5.093044 -19.814415 -9.785171
O6 -2.298028 -12.339377 -7.167395
O7 -0.236905 -22.906451 -9.669302
O8 -3.327123 -20.450363 -6.997512
O9 1.361171 -20.061612 -12.592236
O10 -3.436938 -22.627035 -13.491804
O11 -7.129272 -16.428057 -14.612247
O12 -3.818031 -13.792239 -6.673895
O13 -1.253922 -18.869652 -16.449205
O14 -1.485838 -21.203391 -9.752054
O15 0.579477 -15.596562 -12.097427
O16 0.141581 -13.485366 -12.365166
O17 -2.793386 -13.697102 -12.771034
O18 -1.766392 -20.427798 -5.495484
O19 -4.994538 -16.342988 -16.548544
O20 -8.056158 -21.254292 -7.918321
O21 -9.652619 -19.981126 -7.225923
O22 -4.191444 -20.855330 -12.626477
O23 1.166751 -19.078707 -10.730556
O24 -1.341085 -16.727017 -16.255702
N1 -8.515480 -20.204928 -7.447273
N2 1.618010 -15.910237 -17.374603
N3 0.164423 -14.504206 -11.702111
N4 -1.911288 -16.117779 -7.569258
N5 -7.051360 -17.616701 -14.660947
N6 -6.719695 -16.099103 -7.085587
N7 -3.551999 -14.661139 -12.675436
N8 -3.610519 -21.421824 -13.533294
N9 1.695024 -19.203241 -11.821542
N10 -3.172588 -13.134607 -7.470849
N11 -5.896340 -20.574746 -10.301067
N12 -0.877048 -17.828684 -16.012365
N13 -0.830321 -22.073904 -10.267608
N14 -7.786444 -15.009173 -11.834464
N15 -4.350232 -16.083904 -17.535530
N16 -2.484799 -20.985353 -6.351753
N17 2.557771 -16.191138 -8.682370
N18 -1.903153 -18.106394 -13.256641
C1 2.870414 -18.342010 -12.038841
C2 -6.903239 -13.529121 -7.484360
C3 0.449309 -13.706720 -16.703589
C4 1.030530 -18.077148 -7.590852
C5 -5.644533 -22.008362 -10.153533
C6 -3.499638 -13.319104 -8.919421
C7 -2.192979 -22.467068 -6.575147
C8 -7.528305 -16.045614 -11.390238
C9 -8.197445 -18.377778 -15.257179
C10 -0.968257 -22.189951 -11.778795
C11 0.310956 -17.876081 -15.147748
C12 1.110102 -14.932533 -17.064076
C13 -0.374321 -14.379276 -10.334937
C14 -3.609646 -17.198772 -5.904382
C15 -4.160566 -15.193552 -13.935098
C16 -3.296387 -20.609470 -14.763003
C17 -7.547532 -19.083741 -7.159643
C18 1.870729 -17.001836 -8.237070
C19 -2.666334 -17.988839 -10.732032
C20 -2.671956 -16.609106 -6.870968
C21 -2.218464 -17.999858 -12.147199
C22 -7.032135 -17.380826 -11.007091
C23 -6.833068 -14.967769 -7.252136
C24 -3.978558 -17.262585 -18.371849
H1 -1.969507 -17.397331 -10.127634
H2 0.032028 -22.437095 -12.056868
H3 -4.614905 -22.077964 -9.820646
H4 -1.703684 -23.021278 -11.894522
H5 -4.284733 -16.447684 -5.464099
H6 -3.158514 -19.600517 -14.444326
H7 -4.096699 -20.769626 -15.460470
H8 -7.865099 -18.082955 -11.023704
H9 1.151779 -12.893387 -16.443367
H10 -4.855871 -17.893997 -18.180414
H11 -0.123093 -13.456657 -17.588919
H12 -2.598471 -22.957094 -5.669029
H13 0.303557 -14.884872 -9.623336
H14 -6.712455 -17.365149 -9.971552
H15 0.125836 -17.282816 -14.282018
H16 0.197217 -18.322048 -8.235078
H17 1.596734 -18.978519 -7.451700
H18 -3.072363 -17.744274 -5.139622
H19 -7.873441 -13.173539 -7.124009
H20 -6.521856 -19.467603 -7.333849
H21 -7.764809 -19.308784 -15.577846
H22 -8.822009 -18.591563 -14.385597
H23 0.700860 -17.591994 -6.654548
H24 -2.844040 -12.632931 -9.377791
H25 -2.557332 -18.998836 -10.365315
H26 2.432908 -17.371665 -12.211846
H27 -2.755290 -22.649123 -7.501528
H28 -4.560136 -13.119867 -9.029356
H29 -5.170424 -14.748675 -13.804937
H30 -4.135080 -16.267687 -13.868025
H31 3.487199 -18.691407 -12.857527
H32 -3.533584 -14.838708 -14.716602
H33 -0.282707 -13.817795 -15.934000
H34 -0.569992 -13.363736 -10.124713
H35 3.449350 -18.385985 -11.115236
H36 -1.239423 -14.999863 -10.312097
H37 -6.901712 -13.337208 -8.531437
H38 -3.337276 -14.359252 -9.200384
H39 -1.370339 -21.240972 -12.132703
H40 -3.145793 -17.735808 -17.852107
H41 -2.390218 -21.091051 -15.133257
H42 -6.261516 -17.736678 -11.651020
H43 -6.168082 -13.077267 -6.825887
H44 -7.561354 -18.709866 -6.140708
H45 -1.098092 -22.594495 -6.642287
H46 0.500837 -18.843522 -14.728785
H47 -6.442795 -22.362671 -9.452147
H48 -3.693226 -17.590733 -10.719593
H49 -3.700630 -16.937752 -19.366570
H50 -8.588298 -17.700374 -16.013160
H51 -4.313009 -17.885223 -6.387467
H52 1.084452 -17.561654 -15.847191
H53 -7.835569 -18.298030 -7.871396
H54 -5.818955 -22.512817 -11.073944

Atoms 1-2, force components in eV/Å:
O -0.718 0.124 -0.446
O 0.397 0.975 0.015

# 2
Formula: C24H56As2F24N4O16S4
Source: the Open Molecules 2025 dataset
Level of theory: the ωB97M-V functional and the def2-TZVPD basis

Results
Largest force on an atom in eV Å⁻¹: 4.22
Energy above the lowest of the compared OMol25 structures with the same formula, charge and spin in eV: 0.000
Net charge: -2
E_HOMO in eV: -5.931
Spin multiplicity: 1
Frontier orbital gap in eV: 9.358

CARTESIAN COORDINATES (ANGSTROEM)
As1 -17.637767 -13.878431 12.187881
As2 -25.975543 -10.392375 9.376164
S1 -16.438842 -9.037743 7.790387
S2 -23.364014 -12.715987 17.745774
S3 -19.254199 -6.966801 14.352938
S4 -13.085295 -11.060730 16.600507
F1 -18.337159 -14.263274 13.735623
F2 -27.084394 -11.715847 9.666899
F3 -15.490134 -6.523561 8.175697
F4 -25.296251 -13.959111 18.561933
F5 -13.250653 -12.766126 14.468699
F6 -19.666658 -4.386668 14.606595
F7 -16.927885 -13.563883 10.628515
F8 -16.804436 -15.416366 12.215617
F9 -16.334798 -13.099921 12.985874
F10 -18.297977 -5.320261 16.081586
F11 -17.636886 -6.661229 8.188780
F12 -11.265767 -12.426499 15.122726
F13 -23.965672 -15.205245 17.369981
F14 -20.439216 -5.608459 16.302739
F15 -12.593552 -13.765812 16.265338
F16 -24.669140 -11.256495 10.185579
F17 -26.478418 -9.689210 10.901642
F18 -25.359167 -13.849461 16.454286
F19 -27.201831 -9.572999 8.483775
F20 -16.531754 -6.836173 6.289401
F21 -18.477947 -12.384218 12.249275
F22 -19.040540 -14.524309 11.365733
F23 -25.381493 -11.149044 7.916479
F24 -24.958471 -9.055851 9.094814
O1 -19.472728 -8.085341 15.305235
O2 -22.381454 -13.234476 18.699851
O3 -13.583341 -9.208225 10.215170
O4 -16.645063 -9.263659 9.188133
O5 -17.568076 -9.454300 6.979528
O6 -19.764976 -14.574488 18.356324
O7 -14.538858 -11.355294 16.683802
O8 -17.927636 -6.878960 13.788922
O9 -22.682823 -12.467103 16.452106
O10 -12.325378 -11.125707 17.855594
O11 -15.084882 -9.272074 7.337795
O12 -22.311903 -7.686079 8.204657
O13 -12.659027 -9.980649 15.809673
O14 -24.268813 -11.660897 18.246500
O15 -21.253960 -9.096284 12.734498
O16 -20.330506 -6.781847 13.413054
N1 -20.538989 -9.945798 9.281277
N2 -23.928172 -10.035997 13.770536
N3 -18.282462 -12.231628 17.082404
N4 -15.478533 -9.424508 12.671757
C1 -19.935029 -8.760605 10.087805
C2 -24.532695 -14.046975 17.507688
C3 -15.284331 -9.203247 14.167125
C4 -24.073339 -11.324402 13.092419
C5 -16.518154 -7.160959 7.591278
C6 -22.612327 -9.925378 14.489943
C7 -21.958219 -8.723675 7.341551
C8 -24.955205 -9.999541 14.796013
C9 -18.025206 -12.375060 18.555819
C10 -19.737319 -14.356985 16.934043
C11 -24.175658 -8.902008 12.750145
C12 -12.510465 -12.601204 15.583833
C13 -16.802454 -10.048153 12.396382
C14 -14.277825 -10.221035 12.299102
C15 -17.101485 -12.924462 16.420878
C16 -21.870658 -10.322304 9.921695
C17 -18.448686 -10.820956 16.814592
C18 -13.951876 -10.439651 10.793995
C19 -19.423519 -5.464100 15.378271
C20 -15.432692 -8.056365 12.038424
C21 -19.496351 -11.096438 9.404778
C22 -21.370069 -10.155172 13.614928
C23 -20.753714 -9.634982 7.821563
C24 -19.600834 -12.889951 16.606941
H1 -23.492922 -11.441260 12.226219
H2 -24.856341 -10.946646 15.344769
H3 -24.313230 -7.935843 13.258017
H4 -21.289372 -11.123096 13.077679
H5 -25.101591 -11.381291 12.659565
H6 -19.771063 -9.240111 7.454342
H7 -16.163953 -8.675395 14.553382
H8 -17.173236 -11.763349 18.823124
H9 -19.893006 -12.092258 9.358703
H10 -20.357938 -12.218108 17.016909
H11 -21.030206 -8.175016 13.080843
H12 -18.956498 -14.961612 16.558946
H13 -17.788790 -13.395462 18.741015
H14 -14.834427 -10.813764 10.163882
H15 -22.623971 -10.692571 15.309090
H16 -23.890750 -12.103496 13.866157
H17 -14.423463 -11.178455 12.842906
H18 -18.908505 -10.636616 15.820777
H19 -22.538886 -9.448722 9.966348
H20 -20.012340 -9.121763 11.054485
H21 -19.663287 -12.594729 15.518566
H22 -23.324260 -7.678738 8.302814
H23 -17.162379 -14.019003 16.689204
H24 -25.888864 -9.917392 14.312570
H25 -21.642033 -8.286480 6.453166
H26 -22.340064 -11.070417 9.310856
H27 -14.436054 -8.584784 14.399708
H28 -25.094460 -9.323258 12.295576
H29 -19.074090 -11.059580 10.379750
H30 -15.215277 -10.185251 14.615969
H31 -24.765986 -9.258134 15.524587
H32 -13.134382 -11.205138 10.816817
H33 -17.211241 -12.774448 15.330227
H34 -18.764180 -10.922437 8.648809
H35 -20.653126 -14.076364 18.553070
H36 -16.912920 -10.931353 13.011077
H37 -16.735685 -10.301293 11.320473
H38 -20.687971 -14.578470 16.469464
H39 -23.408206 -8.965807 12.011027
H40 -20.847523 -10.576848 7.270387
H41 -20.570942 -10.250497 14.355844
H42 -18.940547 -12.123409 19.132771
H43 -14.422302 -7.555381 12.196965
H44 -22.547453 -8.886068 14.882179
H45 -13.493728 -9.674656 12.790358
H46 -21.667984 -10.581754 10.954332
H47 -17.497406 -10.239240 16.846382
H48 -18.936436 -8.732054 9.602581
H49 -16.214405 -7.467509 12.470911
H50 -17.588303 -9.270516 12.550287
H51 -16.260719 -12.449102 16.873663
H52 -22.800561 -9.451635 7.117767
H53 -19.124293 -10.514036 17.609481
H54 -20.412572 -7.814064 9.904422
H55 -15.709467 -8.209241 11.005054
H56 -13.860309 -9.096952 9.292545

Atoms 1-2, force components in eV/Å:
As -0.202 -1.958 -0.798
As -0.882 -1.895 -0.460